(1)
20
Properties=species:S:1:pos:R:3:forces:R:3 method="wB97M-V/def2-TZVPD" de_lowest_kcal_mol=14.0 homo_energy_ev=-8.1 smiles=CSCC[C@H](C)N lumo_ev=1.100 total_energy_ha=-651.22162 homo_lumo_gap_ha=0.3380 charge=0
C -0.2999 0.7684 -0.8248 -1.143 0.551 0.175
H -2.9636 2.3256 -1.3213 -0.333 -0.492 0.079
S -1.6070 1.1470 0.4106 -0.306 -0.272 0.362
H -3.7423 2.1862 0.3441 -0.147 -0.134 -0.315
H -0.0886 1.6407 -1.4451 0.042 0.085 0.172
C 0.8521 -1.0640 0.6473 0.474 0.869 -0.434
H 1.7730 0.4597 -0.6825 0.082 -0.368 0.015
C 0.9135 0.3534 -0.0129 -0.065 0.139 -0.475
H 0.3522 -2.7043 -0.5429 0.241 0.150 0.109
H -0.9273 -2.2611 0.3565 0.069 0.470 0.567
H 2.9448 -0.8047 1.0021 0.304 -0.131 -0.361
H 0.5537 -0.8698 1.6720 -0.192 -0.370 0.278
C 2.2928 -1.5785 0.6009 -0.662 -0.835 0.429
H -0.7361 -0.0042 -1.4561 0.533 -0.174 -0.006
H 2.4295 -2.4969 1.1781 -0.105 0.129 0.296
H 2.5076 -1.8975 -0.4228 0.333 0.587 -0.080
C -2.8388 2.3314 -0.2401 1.302 0.448 0.018
H -2.4257 3.3088 -0.0036 -0.254 0.239 0.030
H 1.0686 1.0975 0.7719 0.035 0.015 0.002
N -0.0588 -1.9379 -0.0314 -0.207 -0.907 -0.860

---

(2)
71
Properties=species:S:1:pos:R:3:forces:R:3 method="wB97M-V/def2-TZVPD" de_lowest_kcal_mol=211.1 homo_energy_ev=-4.9 lumo_ev=-1.946 total_energy_ha=-2623.52943 homo_lumo_gap_ha=0.1092 charge=-1
H -7.7471 -4.8816 -4.5691 0.386 -0.328 0.164
H -2.6580 -2.5659 -1.9845 -0.070 0.411 -0.410
H 1.5128 0.4368 6.0926 -0.188 0.387 -0.035
C 5.8034 2.0697 3.4265 0.195 0.544 -1.054
H -5.4928 -4.7453 -2.5856 -0.379 -0.677 -0.149
O 7.5703 2.4889 -2.3796 0.992 -5.243 1.643
C 1.1088 1.2506 3.5168 -0.939 -1.009 -1.553
H -3.9968 -3.3979 -1.3312 -0.340 0.150 0.349
C 4.8632 1.2572 5.5322 -1.686 -1.203 0.133
H -2.8545 -0.5665 -3.4429 -0.266 0.091 0.373
O 3.2761 0.1007 -0.7238 -0.578 2.179 -0.915
C -6.1362 -3.4230 -4.1058 -0.070 -0.704 1.387
C -3.6780 -4.0558 -3.3011 -1.518 0.564 0.016
H 5.9534 2.9575 2.8120 0.331 0.196 0.075
O 6.2333 4.0744 -2.3549 -6.412 1.521 2.214
H 1.6982 3.9381 4.6995 0.213 0.105 -0.301
O 8.0958 4.3651 -3.1025 2.924 1.956 -1.008
O 1.7966 2.0304 -1.8816 2.467 -1.278 1.293
H 1.5061 0.3737 3.0056 0.011 -0.402 0.359
C -3.8716 -0.8916 -3.6613 -1.768 0.398 0.496
H -4.9101 -3.0254 -5.8642 0.090 -0.280 0.015
H 0.5347 2.9531 5.4157 -0.058 -0.338 0.296
H 5.0370 0.2915 5.0575 0.501 0.095 -0.446
O -6.6948 -1.2297 -3.5272 -2.453 3.042 -0.689
H -6.3833 -4.0134 -6.1690 0.464 -0.488 0.141
H -8.4160 -3.4095 -4.0892 0.198 0.516 0.126
C 1.6085 2.9916 5.2325 -0.585 0.792 -0.294
C -5.1439 -1.0660 -1.2594 0.550 0.137 -0.798
H 3.7381 0.1998 7.1993 0.335 -0.285 -0.363
H -3.8698 -1.4249 -4.6120 0.131 -0.180 0.141
C 2.1067 1.7985 4.4112 2.930 1.094 2.572
H -6.5026 -2.3678 -5.9992 -0.084 0.459 0.498
C -5.9467 -3.2066 -5.5802 -0.241 0.748 -1.158
H 4.6722 4.5195 4.2517 0.057 0.226 0.325
N 7.3118 3.6221 -2.5597 1.833 1.411 -2.449
C -7.5752 -4.0664 -3.8663 0.524 0.872 -0.280
N -5.9268 -2.2511 -3.2280 2.996 -4.025 1.156
H -5.5287 -0.0710 -1.4830 0.433 0.276 0.316
C 3.6129 0.9469 6.4156 0.016 1.911 -0.664
H 0.3005 0.9780 4.1954 -0.508 -0.162 -0.640
O 3.6526 0.7246 -7.2620 -0.061 0.007 0.522
H -7.1494 -1.1064 -2.6907 -0.745 0.611 -0.157
H -3.1608 -3.7481 -4.2099 0.282 -0.418 0.059
H 0.7917 1.8389 2.6558 -0.245 0.667 0.495
C -4.6334 -1.7480 -2.6016 0.167 -1.225 -0.038
C -5.1501 -4.5122 -3.5937 -0.061 1.991 0.129
H -3.3703 -4.9990 -2.8497 1.298 0.356 -0.139
N 4.4187 0.5886 -6.2850 -0.151 0.094 -1.390
H 5.9381 3.7273 5.2451 -0.073 0.708 0.275
H -5.2722 -5.3118 -4.3243 0.489 -0.419 0.427
H 3.2063 3.9097 3.2373 -0.297 1.168 -0.665
H 2.6386 -0.2753 4.9951 -0.021 -0.080 -0.332
H -4.5943 -0.0856 -3.7889 0.646 0.679 -0.440
V 3.2553 1.5416 -1.4082 -1.094 -0.560 -1.052
H 5.6133 1.3066 2.6718 -0.457 -0.340 0.404
H -5.9585 -1.5751 -0.7441 -0.292 -0.622 -0.710
H -4.4060 -1.1002 -0.4579 0.525 0.666 -0.374
H 4.2538 3.7850 5.8963 0.153 0.760 0.002
C 2.4084 0.6566 5.5114 0.963 0.384 -0.835
H 6.7430 1.7965 3.9066 -0.029 0.251 0.201
H 3.4745 1.8791 6.9632 -0.502 0.059 0.344
O 3.2115 3.1237 2.6861 -0.116 0.424 0.464
O 5.6195 0.6576 -6.3896 2.385 0.372 -1.356
C 4.8760 3.7553 5.0018 0.030 -1.500 0.072
N 3.3871 2.1874 3.6830 -0.179 -3.675 1.374
C -3.6718 -2.8794 -2.2333 -0.945 -2.554 -0.404
C 4.6692 2.3475 4.4142 0.152 -0.954 -0.013
H -7.6769 -4.4108 -2.8372 0.057 -0.045 -0.050
O 4.0293 0.3450 -5.1547 -2.312 -0.429 2.647
H 2.1391 3.1352 6.1738 -0.127 -0.193 -0.051
H 5.7104 1.4618 6.1868 0.123 0.338 -0.292

---

(3)
10
Properties=species:S:1:pos:R:3:forces:R:3 method="wB97M-V/def2-TZVPD" de_lowest_kcal_mol=43.7 homo_energy_ev=-9.1 smiles="OC/C=C/Cl" lumo_ev=0.641 total_energy_ha=-652.66361 homo_lumo_gap_ha=0.3582 charge=0
O -0.8788 -0.9909 1.7148 0.472 0.698 1.741
H 0.5878 1.0284 0.8202 0.276 -0.892 0.235
C -0.7954 -0.7309 0.3801 -0.507 -0.042 -4.553
H -1.7883 -0.4966 -0.2239 1.232 0.507 2.029
C 0.3036 0.2916 0.0539 0.108 2.201 -4.110
H -0.6365 -1.6661 -0.2248 0.740 0.353 0.847
H 0.4491 0.4762 -2.1930 -0.314 -0.565 -0.625
Cl 2.1821 1.7801 -1.2608 -0.699 0.003 -0.034
H -0.1747 -0.4533 2.1536 -1.019 -0.795 -0.342
C 0.7511 0.7614 -1.2201 -0.289 -1.467 4.813

---

(4)
101
Properties=species:S:1:pos:R:3:forces:R:3 method="wB97M-V/def2-TZVPD" de_lowest_kcal_mol=4.6 homo_energy_ev=-14.3 lumo_ev=-8.608 total_energy_ha=-3876.27829 homo_lumo_gap_ha=0.2090 charge=+3
H 0.5919 5.2429 1.0698 -0.016 0.017 0.003
H 2.3869 3.4544 4.0841 -0.022 0.000 0.025
C 0.0557 4.4970 0.4861 0.009 0.001 -0.007
C 5.1360 1.3120 -2.2978 0.004 0.008 0.001
C 2.8467 3.9600 1.5594 -0.023 -0.003 0.027
N 1.2645 -2.7044 -1.3885 -0.005 -0.047 0.029
C -0.9957 3.8285 1.3509 0.029 -0.061 -0.023
N 1.0654 3.5268 -0.0485 -0.100 -0.077 -0.007
H 0.8879 3.4367 -1.0435 -0.010 0.065 -0.001
Cl -2.4813 -3.2202 6.3784 -0.005 -0.011 0.012
H 3.1168 3.5992 -0.5442 -0.001 -0.009 0.004
H 1.2713 -0.7881 -2.2753 0.006 0.003 0.004
N 2.8399 -0.1186 1.7257 0.174 0.167 -0.079
N -1.8353 1.7886 -2.7034 -0.048 0.004 0.104
H -3.5075 -0.5510 -2.3257 -0.001 0.013 0.004
C -4.1621 2.1100 -1.9774 -0.019 -0.056 0.030
H 2.9452 0.0515 2.7273 -0.085 0.009 -0.002
N 2.4448 2.6320 2.1167 -0.148 -0.137 0.109
N 0.9141 -0.9534 -0.1458 -0.176 -0.212 0.052
C -6.4129 1.0813 -1.6880 0.008 -0.029 0.020
C -7.2739 -0.0062 -1.6919 -0.012 0.007 0.003
H 0.4130 4.4094 3.1767 0.015 0.002 0.005
H 7.4135 -0.5993 1.2066 -0.004 -0.005 0.012
N -5.5329 -3.9288 -2.4345 0.080 -0.123 -0.020
H -6.8068 2.0770 -1.5218 0.003 0.004 -0.003
H 1.4795 -6.3179 -2.9129 0.002 -0.001 -0.002
C 0.4793 -5.9034 -2.8831 -0.021 0.018 -0.010
H -1.1019 2.1684 2.5363 -0.027 0.009 -0.012
O -3.5543 -2.9674 -2.4507 -0.041 -0.040 0.001
C 0.3914 3.3286 3.3095 -0.042 0.011 -0.012
H 1.8862 2.0948 -2.2668 0.012 0.000 -0.010
C -6.7860 -1.2857 -1.9035 0.009 -0.002 -0.001
C -2.2177 -1.8787 4.0673 0.060 0.011 0.017
H 2.4000 4.7375 2.1776 -0.013 0.002 -0.015
C -0.6206 -6.7396 -3.0364 0.006 -0.001 0.004
H -0.4715 -7.7987 -3.1938 0.000 0.000 0.000
H 2.5938 -1.1054 1.6862 -0.066 0.024 -0.038
H -7.4455 -2.1430 -1.9086 -0.005 0.005 0.003
H 3.3086 2.1253 2.2819 0.011 -0.005 -0.076
H 2.3817 -4.1876 -2.3251 0.016 0.025 0.010
H -1.4667 4.5630 2.0073 0.005 0.027 -0.017
C -5.4245 -1.4728 -2.1143 -0.026 -0.033 -0.003
O 0.4417 0.2363 2.6449 -0.415 0.005 -1.142
C -0.7184 1.5224 -2.0879 0.076 -0.086 -0.068
C 5.2883 -0.3803 1.5340 0.045 0.009 0.006
C -4.8997 -2.8174 -2.3354 -0.004 0.128 0.012
N -0.3636 2.7477 2.1433 -0.096 -0.038 0.029
C 4.0978 0.0648 1.0312 -0.112 -0.076 0.051
H 1.6361 -2.9906 -3.3973 0.006 -0.009 -0.005
C 6.4387 0.3015 -0.4579 -0.005 0.006 -0.005
H 0.1088 -2.0680 6.5268 0.001 0.001 0.004
N -2.7447 1.8093 -1.7098 0.026 0.011 -0.119
H -8.3316 0.1459 -1.5269 0.000 -0.001 -0.001
H 7.3364 0.3893 -1.0563 0.009 -0.010 0.011
C 2.4218 4.1082 0.1139 -0.007 -0.027 -0.008
C -2.0901 -4.8636 -2.7610 -0.028 -0.029 0.003
C -0.3544 -1.7776 5.5942 0.029 -0.003 0.032
C 6.4802 -0.2465 0.7909 -0.051 0.020 -0.025
H -2.7122 1.4690 0.3679 0.015 0.033 -0.004
C -1.5141 -1.0671 3.1990 0.117 0.205 -0.073
H 5.3132 -0.8587 2.5067 0.014 -0.002 0.000
C -1.9049 -6.2285 -2.9682 -0.001 -0.010 -0.004
H -4.4790 2.8560 -1.2490 0.004 0.038 -0.033
H 0.6441 -2.1769 1.6266 -0.015 0.003 0.020
C 4.0280 0.6759 -0.2365 0.059 0.071 -0.091
H -2.7684 -6.8728 -3.0648 0.002 -0.002 0.000
H 0.1966 1.3980 -2.6379 -0.007 0.005 0.005
C 0.8617 -2.1255 0.5712 -0.139 -0.008 0.053
C 2.8193 1.6747 -1.9182 -0.015 0.039 -0.045
C -0.9927 -4.0240 -2.6392 -0.029 0.019 0.010
C -5.0526 0.8922 -1.9094 -0.007 0.034 0.016
H -3.2050 -2.2374 3.8129 0.000 0.005 -0.012
H 1.7845 1.8064 3.9300 0.004 0.004 -0.002
C 1.4727 -3.6228 -2.5229 -0.024 -0.014 -0.016
C 1.1582 -1.3875 -1.3876 0.038 0.067 0.012
C -1.6300 -2.2231 5.2762 -0.015 -0.012 0.008
N -0.8437 1.3731 -0.7296 -0.086 -0.102 0.124
Cl -2.2222 -0.6218 1.6740 0.049 -0.083 0.050
H -4.1726 2.5686 -2.9651 0.019 -0.007 -0.007
N 2.8284 1.1731 -0.6941 -0.107 -0.160 0.219
H 3.8172 2.1722 -3.7559 -0.006 0.003 0.000
C -3.4348 -4.3099 -2.6341 0.126 -0.002 -0.009
C 5.2150 0.7662 -1.0003 0.058 -0.005 -0.041
H 3.9258 4.0846 1.6458 -0.004 0.017 0.006
C 0.3230 -0.9690 4.7018 0.061 -0.126 -0.067
H -1.1570 -2.9637 -2.4828 0.005 -0.003 -0.003
C 1.7989 2.7822 3.4551 0.058 -0.033 -0.040
C 3.9278 1.7494 -2.7675 -0.028 -0.007 0.045
C -4.5585 -0.3831 -2.1227 0.021 -0.014 -0.026
H 2.4261 5.1635 -0.1684 0.020 -0.003 -0.007
N 1.0782 -3.1894 -0.1456 -0.013 0.036 -0.059
N -4.5676 -4.9122 -2.6310 -0.124 0.086 0.020
H -0.1595 3.1424 4.2310 0.001 0.021 0.002
Zr 0.9230 1.1323 0.9101 0.801 0.320 0.727
H -0.4202 5.0378 -0.3320 0.002 0.008 0.006
Cl 1.9528 -0.4869 5.0672 0.008 -0.003 0.092
H 6.0300 1.3804 -2.9055 0.001 -0.005 0.000
C -2.1639 1.5398 -0.5558 0.027 0.033 0.051
C 0.2907 -4.5425 -2.6896 0.031 -0.019 0.010
C -0.2381 -0.5753 3.4876 0.077 0.098 0.111
H -1.7816 3.4047 0.7373 -0.007 -0.005 0.038